Density functional theory data (ωB97M-V with the def2-TZVPD basis set) for a cluster of 4 separate species, C4H16INO3 in total at a distorted geometry.

Element x y z (Å)
1 H -1.964 3.923 -3.317
2 H -1.822 -4.134 -1.568
3 C 2.857 -0.979 4.679
4 H 2.576 -1.423 5.634
5 H -1.434 2.249 -3.810
6 C 4.149 -0.183 4.610
7 H -2.275 -2.704 -2.195
8 I 2.790 -0.853 -1.134
9 H -4.086 2.486 -3.343
10 H -1.472 -3.743 -3.143
11 H 4.962 -0.740 5.074
12 H 2.928 -1.796 3.962
13 H -3.556 2.373 -1.655
14 H 4.423 0.003 3.571
15 H -0.775 -2.835 -1.847
16 N -1.539 -3.396 -2.197
17 H -0.530 2.145 -1.717
18 O -3.279 0.677 -2.840
19 O -1.026 2.957 -1.848
20 H 3.986 0.753 5.145
21 H -3.531 0.525 -3.753
22 C -3.286 2.145 -2.686
23 H 1.978 -0.019 3.256
24 C -1.876 2.874 -3.034
25 O 1.802 -0.306 4.155

The LUMO energy comes out at -1.79 eV. The value obtained for the energy above the lowest of the compared OMol25 structures with the same formula, charge and spin is 0.0000 eV. For the HOMO-LUMO gap, the calculation gives 4.6 eV. The value obtained for the HOMO energy is -6.40 eV.

In the Löwdin picture, each atom carries the following charge in e: 0.11, 0.15, -0.38, 0.11, 0.10, -0.08, 0.15, -0.92, 0.10, 0.16, 0.07, 0.11, 0.11, 0.08, 0.13, 0.35, 0.08, -0.12, -0.09, 0.07, 0.06, -0.18, 0.09, -0.18, -0.08

Density functional theory data (ωB97M-V with the def2-TZVPD basis set) for a structure of composition C4H16KO4 at a distorted geometry.

Element x y z (Å)
1 H 2.542 2.401 -1.220
2 H -0.775 -1.350 -4.193
3 C -1.216 -0.358 -4.096
4 H 2.544 0.704 -1.842
5 H -3.676 -0.107 2.617
6 H 2.329 -1.379 3.279
7 C -2.632 0.142 2.430
8 H -1.004 0.119 -5.052
9 H 3.503 1.082 -0.480
10 H -2.557 1.175 2.770
11 H 1.447 -0.022 2.576
12 C 1.704 -1.073 2.440
13 H -2.275 -0.579 -3.959
14 O 0.586 -1.887 2.240
15 O -0.548 0.263 -2.970
16 K -0.108 -1.067 -0.543
17 O 1.413 1.085 -0.127
18 O -2.205 -0.146 1.123
19 H 2.320 -1.127 1.543
20 H -2.811 0.355 0.572
21 H -2.035 -0.474 3.103
22 C 2.560 1.343 -0.960
23 H -0.781 1.194 -2.923
24 H 1.481 1.743 0.569
25 H 0.194 -2.037 3.104

The LUMO energy (alpha / beta) comes out at -6.41 / -14.08 eV. Its net charge is +2. Its expectation value of S² is 0.7547. Its spin multiplicity is 2. The value obtained for the energy above the lowest of the compared OMol25 structures with the same formula, charge and spin is 0.0000 eV. For the HOMO-LUMO gap (alpha / beta), the calculation gives 10.6 / 2.9 eV. The value obtained for the HOMO energy (alpha / beta) is -16.96 / -16.96 eV.

In the Löwdin picture, each atom carries the following charge in e: 0.11, 0.08, -0.11, 0.10, 0.13, 0.14, -0.07, 0.10, 0.10, 0.13, 0.14, -0.05, 0.09, 0.06, -0.21, 0.95, -0.19, -0.06, 0.10, 0.12, 0.09, -0.07, 0.08, 0.10, 0.14

Density functional theory data (ωB97M-V with the def2-TZVPD basis set) for a cluster of 3 separate species, C4H16N2O2 in total at a distorted geometry.

Element x y z (Å)
1 O 0.682 -2.395 1.912
2 H 0.008 -1.061 -2.431
3 H 2.441 0.015 1.596
4 H -2.076 -0.492 2.182
5 N -0.901 1.373 -1.706
6 H 0.093 -2.081 1.213
7 H -0.516 -1.918 -1.110
8 H 0.886 -1.072 -0.926
9 H -0.038 0.738 0.751
10 C -0.087 -1.004 -1.287
11 H -2.135 -1.291 0.850
12 H 0.976 1.231 -3.165
13 H -1.671 1.499 0.697
14 H -2.139 -0.111 -1.123
15 H 1.351 1.362 -1.479
16 C 0.574 1.645 -2.205
17 C -1.099 0.468 0.547
18 H 2.140 1.449 1.904
19 C -1.014 0.139 -0.932
20 O 2.802 0.823 1.708
21 H 0.211 -2.247 2.721
22 H -1.478 1.314 -2.502
23 H 0.666 2.759 -2.300
24 N -1.504 -0.660 1.337

The LUMO energy comes out at 0.75 eV. As for the structure (SMILES): CN[C@@H](C)CN.O.O. The value obtained for the energy above the lowest of the compared OMol25 structures with the same formula, charge and spin is 1.9735 eV. For the HOMO-LUMO gap, the calculation gives 9.9 eV. The value obtained for the HOMO energy is -9.19 eV.

In the Löwdin picture, each atom carries the following charge in e: -0.07, 0.12, -0.05, 0.10, -0.06, -0.02, 0.04, 0.06, 0.10, -0.06, 0.08, 0.07, 0.15, 0.16, 0.06, -0.09, -0.28, 0.01, -0.45, 0.01, 0.01, 0.07, 0.07, -0.02

Density functional theory data (ωB97M-V with the def2-TZVPD basis set) for a cluster of 3 separate species, C4H16N2O2 in total at a distorted geometry.

Element x y z (Å)
1 N -0.404 -1.939 -0.001
2 H -0.090 -1.920 2.103
3 H 0.447 -2.226 -0.465
4 H -1.905 -0.235 1.057
5 H -1.289 1.970 0.928
6 C -0.466 1.258 0.884
7 H -1.015 -2.726 0.158
8 N 0.654 1.904 1.586
9 O 1.032 -0.710 -2.827
10 H -1.702 -0.977 -1.666
11 H 0.621 -1.288 -3.464
12 H 2.750 1.735 1.843
13 H -2.105 0.506 -2.219
14 H -1.043 0.063 2.601
15 H 0.576 1.691 2.571
16 H 2.138 0.566 0.719
17 C -0.938 -0.058 1.530
18 H 1.012 -0.960 1.194
19 H -0.160 1.071 -0.147
20 C 1.991 1.586 1.100
21 H 0.397 -0.158 -2.374
22 O -1.686 -0.342 -2.391
23 C -0.031 -1.256 1.239
24 H 2.143 2.163 0.181

The LUMO energy comes out at 0.84 eV. As for the structure (SMILES): CNCCCN.O.O. The value obtained for the energy above the lowest of the compared OMol25 structures with the same formula, charge and spin is 0.8485 eV. For the HOMO-LUMO gap, the calculation gives 9.4 eV. The value obtained for the HOMO energy is -8.52 eV.

In the Löwdin picture, each atom carries the following charge in e: 0.01, 0.10, 0.07, 0.10, 0.10, -0.24, 0.08, -0.12, -0.07, 0.01, 0.02, 0.07, 0.05, 0.10, 0.09, 0.05, -0.19, 0.09, 0.10, -0.14, -0.01, -0.07, -0.28, 0.08

Density functional theory data (ωB97M-V with the def2-TZVPD basis set) for a cluster of 3 separate species, C4H16N2O2 in total at a distorted geometry.

Element x y z (Å)
1 N 2.203 -1.575 -0.369
2 H 2.541 -2.535 -0.681
3 C -0.490 1.802 0.765
4 C 0.516 1.367 -0.298
5 H 2.994 -1.153 -0.007
6 C 1.467 -0.611 -1.301
7 O -0.159 -1.657 2.454
8 H -0.110 2.326 1.652
9 H -2.625 2.206 0.790
10 N 0.343 -0.035 -0.541
11 H -0.695 0.832 1.267
12 H 0.560 -2.188 2.029
13 C -1.639 2.445 0.185
14 H -1.811 3.529 0.106
15 H -0.949 -2.122 2.495
16 H -1.857 -1.725 -1.576
17 H -1.468 -2.754 -0.650
18 H -2.079 2.067 -0.669
19 H 1.511 1.585 0.130
20 H 2.254 0.135 -1.524
21 O -2.265 -2.414 -1.017
22 H 1.207 -0.886 -2.363
23 H 0.216 -0.688 0.319
24 H 0.337 2.049 -1.198

The LUMO energy (alpha / beta) comes out at -3.06 / -8.11 eV. Its net charge is +1. Its expectation value of S² is 0.7547. Its spin multiplicity is 2. The value obtained for the energy above the lowest of the compared OMol25 structures with the same formula, charge and spin is 2.8612 eV. For the HOMO-LUMO gap (alpha / beta), the calculation gives 11.7 / 6.6 eV. The value obtained for the HOMO energy (alpha / beta) is -14.78 / -14.73 eV.

In the Löwdin picture, each atom carries the following charge in e: 0.07, 0.13, -0.26, -0.17, 0.05, -0.19, -0.03, 0.14, 0.13, 0.15, 0.11, 0.06, -0.13, 0.10, 0.01, 0.03, 0.00, 0.05, 0.16, 0.14, -0.03, 0.16, 0.15, 0.18